26
Properties=species:S:1:pos:R:3:forces:R:3:lowdin_charge:R:1 method="wB97M-V/def2-TZVPD" lumo_ev=0.70 de_lowest_kj_mol=0.0 homo_lumo_gap_ev=9.7 e_homo_ev=-9.05
C -1.401 0.576 0.837 0.396 -0.077 0.856 0.0076
C -0.511 -0.114 1.554 1.383 -0.455 1.176 -0.2471
C -1.632 0.466 -0.564 1.326 -0.944 -0.588 -0.5341
C -0.606 -0.302 3.080 0.095 -2.247 -1.390 -0.0171
C 1.228 -1.985 1.429 1.304 2.777 3.060 -0.0723
C -0.947 -0.160 -2.737 -0.191 -0.648 -1.069 -0.0920
C 1.375 2.155 -1.546 -3.756 -1.580 0.884 -0.0330
N 0.634 -0.736 0.945 -0.981 0.293 -1.135 -0.1501
N -0.677 -0.162 -1.345 0.833 -0.224 1.436 -0.1275
O -2.656 0.812 -1.070 -1.998 1.032 -0.794 0.0962
O 1.743 -1.239 -1.449 0.565 0.071 -0.139 -0.2312
O 1.239 1.225 -0.432 1.298 -0.328 0.151 -0.2547
P 0.897 -0.338 -0.684 -1.872 1.754 0.948 0.5762
H -2.105 1.239 1.265 -0.678 0.153 0.906 0.1171
H -1.494 0.043 3.533 -1.508 0.355 -0.202 0.0598
H 0.119 0.177 3.689 1.434 0.180 0.074 0.0698
H -0.581 -1.439 3.225 0.035 1.635 0.204 0.1047
H 2.253 -2.099 1.127 0.041 -0.230 -0.949 0.0849
H 1.385 -1.849 2.538 -0.326 -0.167 -0.920 0.0959
H 0.606 -2.792 1.328 -1.271 -2.234 -0.744 0.0612
H -0.872 0.820 -3.165 -0.509 0.737 -0.196 0.0768
H -0.164 -0.692 -3.194 1.071 -0.956 -0.725 0.0670
H -1.880 -0.649 -3.036 0.058 0.297 0.426 0.1065
H 2.249 1.924 -2.034 1.750 -0.528 -1.659 0.0590
H 1.405 3.172 -1.216 -0.115 0.411 0.661 0.0827
H 0.392 1.946 -2.078 1.615 0.922 -0.272 0.0937